{"formula": "C21H46F5N6O3SSi4", "method": "wB97M-V/def2-TZVPD", "homo_energy_ev": -11.4, "energy_ev": -93528.520, "e_above_lowest_kcal_mol": 230.0, "lumo_energy_ha": -0.21222, "gap_ev": 5.60, "charge": 1, "symbols": ["C", "C", "N", "N", "N", "C", "C", "F", "F", "C", "F", "F", "F", "N", "C", "C", "S", "C", "N", "N", "C", "O", "H", "H", "H", "H", "H", "H", "H", "H", "H", "H", "O", "Si", "C", "C", "C", "Si", "C", "C", "C", "H", "H", "H", "H", "H", "H", "H", "H", "H", "H", "H", "H", "H", "H", "H", "H", "H", "H", "O", "Si", "C", "C", "C", "Si", "C", "C", "C", "H", "H", "H", "H", "H", "H", "H", "H", "H", "H", "H", "H", "H", "H", "H", "H", "H", "H"], "positions_angstrom": [[2.89, 7.88, 0.83], [3.23, 6.99, 2.17], [2.60, 5.61, 2.17], [1.91, 5.38, 3.38], [1.37, 4.11, 3.24], [1.75, 3.55, 1.87], [1.31, 2.10, 1.24], [2.47, 1.18, 1.34], [0.72, 2.21, -0.13], [0.11, 1.43, 2.19], [-1.15, 2.22, 2.05], [-0.17, 0.10, 1.57], [0.53, 1.22, 3.59], [2.61, 4.60, 1.20], [3.31, 4.64, -0.14], [3.95, 3.22, -0.64], [5.40, 2.72, 0.47], [5.72, 0.87, 0.38], [7.12, 0.28, 0.55], [7.16, -1.10, 0.46], [5.70, -1.47, 0.25], [4.81, -0.28, 0.20], [1.71, 7.95, 0.73], [3.29, 7.43, -0.18], [3.36, 8.97, 0.95], [2.78, 7.60, 3.09], [4.38, 6.86, 2.35], [2.60, 5.17, -0.94], [4.23, 5.39, -0.01], [4.45, 3.44, -1.71], [3.18, 2.36, -0.82], [5.19, -2.52, 0.14], [-1.86, -5.32, 3.94], [-1.57, -6.51, 2.79], [0.23, -7.03, 2.82], [-1.99, -5.88, 1.07], [-2.63, -8.02, 3.14], [-1.38, -3.76, 4.34], [-2.28, -3.17, 5.87], [-1.75, -2.57, 2.94], [0.47, -3.72, 4.69], [0.88, -6.20, 2.53], [0.40, -7.86, 2.13], [0.52, -7.35, 3.83], [-3.02, -5.52, 1.03], [-1.87, -6.68, 0.33], [-1.33, -5.05, 0.79], [-3.69, -7.77, 3.10], [-2.40, -8.44, 4.12], [-2.44, -8.80, 2.39], [-3.36, -3.15, 5.71], [-1.96, -2.15, 6.14], [-2.07, -3.82, 6.73], [-1.17, -2.83, 2.04], [-1.50, -1.55, 3.22], [-2.81, -2.60, 2.67], [1.04, -3.97, 3.79], [0.73, -4.43, 5.47], [0.77, -2.72, 5.02], [-1.86, 1.61, -4.61], [-3.16, 1.87, -5.63], [-4.78, 1.75, -4.69], [-3.18, 0.58, -7.01], [-3.06, 3.57, -6.43], [-1.23, 0.45, -3.59], [0.37, 1.06, -2.80], [-0.85, -1.13, -4.53], [-2.45, 0.04, -2.21], [-4.93, 0.75, -4.29], [-5.62, 1.99, -5.34], [-4.78, 2.46, -3.85], [-2.23, 0.59, -7.55], [-3.99, 0.79, -7.72], [-3.34, -0.42, -6.60], [-2.14, 3.67, -7.01], [-3.07, 4.35, -5.66], [-3.91, 3.73, -7.10], [1.12, 1.28, -3.56], [0.78, 0.29, -2.13], [0.19, 1.96, -2.21], [-1.76, -1.57, -4.93], [-0.37, -1.87, -3.88], [-0.17, -0.93, -5.37], [-3.35, -0.41, -2.62], [-2.72, 0.95, -1.67], [-2.01, -0.67, -1.51]], "lowdin_charge": [-0.09, -0.14, -0.09, 0.15, 0.13, 0.08, -0.12, 0.03, 0.02, -0.15, 0.05, 0.04, 0.06, 0.06, -0.15, -0.42, 0.87, -0.45, -0.04, 0.01, -0.01, -0.12, 0.10, 0.07, 0.12, 0.16, 0.15, 0.17, 0.14, 0.12, 0.09, 0.15, -0.29, 0.38, -0.17, -0.17, -0.17, 0.38, -0.17, -0.17, -0.17, 0.02, 0.03, 0.04, 0.03, 0.03, 0.02, 0.03, 0.03, 0.03, 0.03, 0.03, 0.03, 0.02, 0.01, 0.04, 0.02, 0.04, 0.03, -0.29, 0.38, -0.17, -0.16, -0.17, 0.38, -0.18, -0.16, -0.16, 0.02, 0.04, 0.03, 0.03, 0.04, 0.02, 0.03, 0.03, 0.04, 0.03, 0.03, 0.01, 0.03, 0.03, 0.04, 0.03, 0.03, 0.03]}